No. 1
25
Properties=species:S:1:pos:R:3:lowdin_charge:R:1 method="wB97M-V/def2-TZVPD" orbital_gap_ev=6.1 e_lumo_ev=-0.82 charge=0
C -1.640 0.194 2.650 -0.001
N -0.374 -0.513 2.875 -0.213
C -0.285 -1.977 2.953 -0.044
C 0.765 0.124 2.601 -0.528
Cl 2.224 -0.518 3.133 0.831
H -2.431 -0.545 2.596 0.090
H -1.911 0.958 3.403 0.107
H -1.552 0.687 1.676 0.103
H -1.287 -2.369 2.865 0.090
H 0.325 -2.250 2.083 0.095
H 0.209 -2.343 3.863 0.088
H 0.796 1.176 2.383 0.109
O 0.802 -0.015 0.445 -0.132
C 0.704 0.162 -0.796 -0.417
C 0.497 -0.850 -1.848 -0.028
C 0.243 -0.524 -3.162 -0.080
C 0.179 0.812 -3.597 -0.270
C -0.187 1.135 -4.978 -0.195
N -0.493 1.416 -6.078 0.103
C 0.499 1.806 -2.657 -0.080
C 0.762 1.510 -1.347 -0.040
H 0.557 -1.894 -1.534 0.093
H 0.061 -1.321 -3.886 0.112
H 0.514 2.838 -3.002 0.111
H 1.025 2.301 -0.643 0.097

---

No. 2
71
Properties=species:S:1:pos:R:3:lowdin_charge:R:1 method="wB97M-V/def2-TZVPD" orbital_gap_ev=7.8 e_lumo_ev=-1.86 charge=0
Be 7.276 4.470 6.262 0.918
F 8.542 6.212 5.652 -0.483
N 6.036 4.487 8.095 -0.272
S 4.645 3.599 8.469 0.533
O 3.454 4.266 8.873 -0.208
O 4.886 2.288 8.968 -0.239
F 4.327 3.307 6.914 -0.216
S 6.102 5.096 9.525 0.437
O 6.392 4.184 10.586 -0.230
O 5.343 6.266 9.820 -0.224
F 7.544 5.776 9.248 -0.207
C 9.418 -0.001 7.527 -0.031
C 8.438 1.173 7.645 -0.488
C 8.076 1.386 9.134 -0.112
C 9.143 2.024 10.077 -0.149
C 9.677 3.255 9.392 -0.150
C 10.080 3.135 7.903 -0.484
N 8.961 2.487 7.208 -0.090
O 8.957 2.688 5.813 -0.035
C 10.301 4.620 7.497 -0.045
C 11.463 2.469 7.767 -0.018
C 7.229 0.777 6.839 -0.036
H 10.233 -0.070 8.245 0.070
H 9.834 -0.141 6.525 0.090
H 8.869 -0.925 7.727 0.090
H 7.152 1.936 9.313 0.080
H 7.870 0.404 9.572 0.125
H 9.917 1.253 10.175 0.101
H 8.772 2.181 11.087 0.118
H 10.603 3.575 9.885 0.124
H 9.040 4.098 9.665 0.096
H 11.043 5.069 8.154 0.096
H 10.621 4.678 6.457 0.081
H 9.425 5.266 7.588 0.042
H 11.526 1.474 8.207 0.062
H 11.506 2.352 6.678 0.085
H 12.325 2.997 8.163 0.092
H 6.478 1.560 6.712 0.066
H 6.815 -0.147 7.238 0.106
H 7.488 0.514 5.809 0.072
H 9.560 2.020 5.452 0.113
C 6.142 1.617 3.557 -0.038
C 5.320 2.802 3.048 -0.485
C 3.869 2.435 3.327 -0.137
C 2.953 3.646 3.149 -0.177
C 3.403 4.747 4.101 -0.134
C 4.846 5.212 3.901 -0.514
N 5.687 3.996 3.878 -0.066
O 7.058 4.318 3.744 -0.040
C 4.902 6.156 2.705 -0.011
C 5.258 6.040 5.099 -0.046
C 5.584 2.980 1.532 -0.006
H 6.045 0.831 2.801 0.092
H 5.923 1.247 4.554 0.063
H 7.230 1.732 3.503 0.080
H 3.491 1.597 2.740 0.130
H 3.716 2.149 4.372 0.119
H 1.914 3.365 3.333 0.117
H 2.935 3.950 2.098 0.106
H 3.223 4.361 5.109 0.109
H 2.612 5.500 4.047 0.130
H 4.642 5.673 1.764 0.070
H 4.269 7.033 2.813 0.099
H 5.949 6.473 2.677 0.091
H 6.286 6.417 5.053 0.063
H 4.604 6.894 5.274 0.115
H 5.194 5.481 6.044 0.045
H 4.947 3.788 1.186 0.061
H 5.439 2.084 0.929 0.092
H 6.658 3.145 1.406 0.086
H 7.170 4.704 2.863 0.107

---

No. 3
9
Properties=species:S:1:pos:R:3:lowdin_charge:R:1 method="wB97M-V/def2-TZVPD" orbital_gap_ev=9.4 smiles=Clc1csc(Cl)c1Cl e_lumo_ev=0.19 charge=0
Cl 0.824 -2.450 -1.511 0.560
Cl -2.107 1.106 1.162 0.649
Cl -1.810 -1.839 0.031 0.643
S 1.849 0.321 -0.547 0.982
C 0.678 1.380 0.219 -0.379
C 0.712 -0.975 -0.495 -0.973
C -0.530 0.697 0.525 -0.743
C -0.544 -0.634 0.024 -0.821
H 0.928 2.394 0.591 0.083

---

No. 4
8
Properties=species:S:1:pos:R:3:lowdin_charge:R:1 method="wB97M-V/def2-TZVPD" orbital_gap_ev=8.1 e_lumo_ev=-0.73 charge=0
N 1.587 -0.022 -0.124 0.073
C 0.319 -0.057 -0.314 -0.555
N -0.646 -0.194 -1.259 0.123
O -1.830 -0.098 -0.526 -0.060
N -1.649 0.082 0.757 0.111
N -0.374 0.107 0.887 0.089
H 2.156 -0.127 -0.945 0.029
H 0.370 0.214 1.605 0.189